[1]
{
  "formula": "C2H6N2OS",
  "method": "ωB97M-V with the def2-TZVPD basis set",
  "elements": ["C", "C", "H", "H", "H", "H", "H", "H", "N", "N", "O", "S"],
  "xyz": [[-1.182067, -1.487416, 0.891807], [-0.415160, -0.414949, 0.227837], [-1.347578, -2.297747, 0.204775], [-0.674469, -1.855185, 1.735064], [-2.176285, -1.076985, 1.227978], [0.672268, 0.032255, 1.818823], [1.158502, 2.120217, 0.243655], [-2.276349, 0.337297, -1.983751], [0.811915, -0.108770, 0.807594], [-0.772326, 0.175413, -0.862178], [-2.012073, -0.287024, -1.255482], [1.877921, 0.999002, 0.028846]],
  "forces_ev_per_angstrom": [[-1.881, 1.054, 0.040], [-0.108, 0.643, -1.642], [-0.241, -0.311, -0.320], [0.742, -0.475, 1.110], [0.828, -0.556, -0.447], [0.622, -0.118, -0.718], [0.085, 0.031, -0.250], [0.535, -1.010, 1.085], [0.333, 0.434, 0.474], [0.818, 0.002, 1.438], [-1.230, 0.552, -1.507], [-0.503, -0.247, 0.737]],
  "homo_ev": -8.7050,
  "spin_multiplicity": 1,
  "smiles": "C/C(=N\\O)NS",
  "e_lumo_ev": 0.779
}

[2]
{
  "formula": "C46H52N7PS2SiTi",
  "method": "ωB97M-V with the def2-TZVPD basis set",
  "elements": ["Ti", "S", "N", "C", "C", "C", "C", "C", "N", "C", "C", "N", "C", "C", "C", "C", "C", "N", "H", "H", "H", "H", "H", "H", "N", "P", "C", "C", "C", "C", "C", "C", "C", "C", "C", "C", "C", "C", "C", "C", "C", "C", "C", "N", "H", "H", "H", "H", "H", "H", "H", "H", "H", "H", "H", "H", "H", "H", "H", "S", "C", "C", "C", "C", "C", "N", "H", "H", "H", "H", "C", "C", "C", "C", "Si", "C", "C", "C", "C", "C", "C", "C", "C", "H", "H", "H", "H", "H", "H", "H", "H", "H", "H", "H", "H", "H", "H", "H", "H", "H", "H", "H", "H", "H", "H", "H", "H", "H", "H", "H"],
  "xyz": [[0.076866, -0.275287, 0.184272], [-2.125144, 7.131418, 0.943273], [-0.678634, 6.448170, 1.140965], [-0.849844, 5.139556, 0.991169], [0.185400, 4.130087, 1.101647], [1.491725, 4.443737, 1.476792], [2.382408, 3.410586, 1.636905], [1.969571, 2.110377, 1.360569], [0.745818, 1.791820, 0.936563], [-0.151478, 2.798729, 0.860965], [-1.538489, 2.419420, 0.576038], [-1.781173, 1.097969, 0.395297], [-3.057374, 0.746987, 0.220897], [-4.118647, 1.647063, 0.177860], [-3.863130, 2.988921, 0.324962], [-2.545024, 3.385623, 0.540466], [-2.179921, 4.777149, 0.722933], [-3.010763, 5.811903, 0.670113], [1.761427, 5.475195, 1.655671], [3.398232, 3.578294, 1.961946], [2.660286, 1.288877, 1.483679], [-3.269870, -0.299351, 0.085286], [-5.117588, 1.269090, 0.019708], [-4.643945, 3.735174, 0.285289], [-1.511478, -0.877074, 3.102003], [0.173598, -0.594533, 2.934886], [0.968180, -2.002727, 3.742923], [0.265229, -2.917567, 4.524087], [0.926988, -3.982807, 5.113078], [2.295082, -4.136142, 4.935149], [3.000599, -3.228783, 4.159502], [2.339094, -2.168390, 3.557902], [0.405286, 0.814181, 4.042020], [-0.453893, 1.906852, 3.928129], [-0.213309, 3.062927, 4.653448], [0.893843, 3.141130, 5.487199], [1.752823, 2.058289, 5.600842], [1.513031, 0.896961, 4.881245], [-2.157921, -1.645287, 2.155860], [-3.333306, -2.333734, 2.477095], [-3.958034, -3.077102, 1.504279], [-3.392861, -3.153853, 0.231886], [-2.231145, -2.455417, 0.003278], [-1.625701, -1.683671, 0.923949], [-1.933042, -0.863282, 4.022102], [-0.802503, -2.815212, 4.670834], [0.374615, -4.692203, 5.714175], [2.809311, -4.965941, 5.399575], [4.064980, -3.347756, 4.012792], [2.889048, -1.474997, 2.932094], [-1.316905, 1.854907, 3.273435], [-0.892159, 3.900778, 4.569849], [1.082514, 4.042508, 6.053693], [2.610616, 2.113327, 6.256405], [2.185930, 0.055919, 4.986954], [-3.728229, -2.274146, 3.481438], [-4.871915, -3.607607, 1.734259], [-3.836686, -3.737790, -0.559088], [-1.751479, -2.479749, -0.966395], [2.543642, -0.606920, 0.195240], [2.213337, -2.308408, 0.248620], [3.198372, -3.292122, 0.365035], [2.807960, -4.609247, 0.413423], [1.450343, -4.920121, 0.355973], [0.546847, -3.886933, 0.235417], [0.910671, -2.600332, 0.164195], [4.237457, -3.000504, 0.410341], [3.546385, -5.395293, 0.496284], [1.100018, -5.939995, 0.397539], [-0.511944, -4.100939, 0.189137], [-2.622107, -0.339124, -2.758237], [-1.386762, -0.692811, -3.592702], [-1.313536, -2.228930, -3.629100], [-1.699126, -0.223237, -5.020003], [0.245690, 0.013331, -2.736231], [0.354468, 1.929439, -3.181521], [1.408566, 2.639910, -2.316804], [0.695303, 2.289953, -4.636458], [-0.997241, 2.598683, -2.891283], [1.762343, -0.851638, -3.646785], [1.549648, -1.024586, -5.162122], [3.055675, -0.031154, -3.497242], [2.084694, -2.255720, -3.110554], [-3.497301, -0.889108, -3.122150], [-2.866606, 0.721662, -2.782968], [-2.477622, -0.613698, -1.715475], [-2.312945, -2.644782, -3.796587], [-0.915632, -2.663049, -2.708581], [-0.678209, -2.594766, -4.433138], [-2.591818, -0.745569, -5.381950], [-0.899483, -0.425021, -5.728140], [-1.921976, 0.841620, -5.061653], [2.424759, 2.381385, -2.602738], [1.310734, 2.405747, -1.260153], [1.306373, 3.725556, -2.429555], [1.710540, 2.010164, -4.912453], [0.623128, 3.376078, -4.756353], [0.016852, 1.841127, -5.359730], [-1.406942, 2.324059, -1.919340], [-1.749571, 2.344535, -3.637291], [-0.882874, 3.688250, -2.913288], [1.277872, -0.105314, -5.676258], [0.797813, -1.775800, -5.397159], [2.488985, -1.375249, -5.602875], [3.025706, 0.896478, -4.064748], [3.886603, -0.618428, -3.900780], [3.295152, 0.205566, -2.462408], [1.275075, -2.968845, -3.250319], [2.347726, -2.241407, -2.058100], [2.952055, -2.647965, -3.652086]],
  "forces_ev_per_angstrom": [[0.483, -0.941, 0.133], [0.057, -0.244, -0.024], [0.017, -0.111, 0.017], [0.254, 0.190, 0.053], [0.146, 0.173, 0.038], [-0.039, -0.115, -0.017], [-0.063, -0.061, -0.015], [-0.062, 0.021, 0.002], [0.074, 0.362, 0.008], [-0.286, -0.174, -0.101], [0.313, -0.070, -0.011], [-0.230, 0.319, 0.020], [0.012, 0.164, 0.009], [0.124, -0.032, 0.017], [0.025, -0.103, 0.002], [-0.140, 0.050, -0.040], [-0.288, 0.051, -0.049], [0.041, -0.099, 0.009], [0.020, 0.024, 0.010], [0.024, 0.021, 0.008], [0.011, 0.080, 0.001], [-0.007, 0.008, 0.043], [-0.033, 0.011, -0.010], [-0.036, 0.017, -0.003], [0.082, 0.029, 0.159], [-0.247, -0.093, -0.528], [0.027, 0.033, 0.141], [0.004, -0.005, -0.047], [0.014, -0.008, 0.004], [-0.008, -0.002, 0.002], [-0.037, 0.026, -0.010], [0.066, -0.058, -0.004], [0.061, -0.024, 0.007], [-0.049, 0.074, 0.049], [-0.012, -0.060, -0.024], [0.033, -0.006, 0.017], [-0.013, 0.043, 0.006], [-0.005, 0.006, 0.038], [0.033, 0.074, -0.082], [0.050, 0.036, -0.031], [-0.005, -0.022, -0.045], [0.056, 0.044, 0.055], [0.006, -0.002, -0.089], [-0.144, 0.064, 0.135], [-0.002, -0.047, -0.071], [-0.012, 0.014, -0.003], [-0.003, -0.013, 0.011], [0.016, -0.026, 0.012], [0.038, -0.016, 0.002], [0.004, 0.025, -0.020], [-0.005, -0.036, 0.035], [-0.023, 0.042, -0.002], [0.004, 0.026, 0.013], [0.025, 0.003, 0.023], [-0.009, -0.011, -0.014], [-0.021, 0.001, 0.032], [-0.018, -0.016, -0.002], [-0.020, -0.030, -0.024], [-0.015, -0.006, 0.027], [-0.054, 0.055, -0.042], [0.026, 0.061, 0.006], [-0.045, 0.072, 0.006], [-0.044, -0.072, -0.004], [0.000, 0.083, -0.005], [0.027, -0.048, -0.024], [-0.096, 0.325, 0.065], [0.032, 0.016, -0.005], [0.016, -0.019, 0.008], [0.000, -0.040, 0.002], [-0.030, -0.007, -0.005], [0.053, -0.014, 0.135], [-0.057, -0.045, -0.031], [0.056, -0.031, 0.014], [0.027, 0.017, -0.049], [-0.095, 0.068, -0.025], [0.029, 0.109, 0.000], [-0.002, -0.035, 0.058], [-0.004, -0.098, -0.060], [-0.055, -0.032, 0.044], [0.077, -0.081, -0.051], [0.010, 0.000, -0.016], [-0.027, -0.014, 0.040], [-0.012, 0.058, 0.040], [-0.043, -0.002, -0.052], [0.027, 0.037, 0.000], [0.002, -0.034, -0.072], [-0.037, -0.031, -0.009], [0.019, -0.009, 0.068], [-0.003, 0.015, 0.005], [-0.039, -0.030, -0.013], [0.012, -0.011, 0.014], [0.000, 0.042, 0.002], [0.053, -0.051, -0.045], [-0.047, -0.002, 0.019], [0.002, 0.038, -0.019], [-0.047, 0.000, -0.008], [-0.002, 0.062, -0.011], [-0.039, -0.021, 0.000], [0.013, -0.015, 0.072], [0.013, -0.010, -0.021], [0.007, 0.046, 0.010], [0.017, 0.068, 0.024], [0.001, 0.022, -0.001], [0.029, -0.008, -0.021], [0.006, 0.002, 0.034], [0.047, -0.015, 0.002], [-0.015, -0.009, 0.110], [-0.119, -0.018, 0.004], [0.010, 0.041, -0.033], [0.016, -0.029, -0.031]],
  "homo_ev": [-9.1166, -9.0136],
  "total_charge": 1,
  "spin_multiplicity": 2,
  "e_lumo_ev": [-3.211, -3.346]
}

In order of appearance, energy = -662.6686, -4444.0319 hartree.
In order of appearance, energy above the lowest of the compared OMol25 structures with the same formula, charge and spin = 61.65, 1.69 kcal per mole.